A cluster of 12 separate species, C48H96O24S8 in total in a non-equilibrium geometry, computed with ωB97M-V with the def2-TZVPD basis set.

XYZ file:
```
176
Properties=species:S:1:pos:R:3:forces:R:3:lowdin_charge:R:1
O 8.45345 -6.21768 3.68833 -0.43 -0.44 -0.66 -0.283
S 8.33556 -4.79985 3.71618 0.59 2.95 1.99 0.675
O 9.42251 -3.96820 3.18052 -2.76 -1.29 0.02 -0.294
O 6.78589 -4.24718 3.26840 2.72 -0.35 -0.22 -0.282
C 5.68633 -5.10694 3.62543 0.05 -0.96 -1.71 -0.237
C 5.57282 -6.27221 2.56408 0.61 -0.38 1.28 -0.062
C 8.23056 -4.33525 5.47832 0.09 -0.71 0.10 -0.124
H 4.80896 -4.46175 3.58010 0.13 0.04 0.16 0.117
H 5.87024 -5.43837 4.64740 -0.43 -0.40 -0.11 0.097
H 4.73239 -6.94687 2.72716 -0.39 0.42 0.12 0.070
H 6.42466 -6.93414 2.72000 0.15 0.12 -0.02 0.049
H 5.61427 -6.00609 1.50788 -0.22 0.65 0.26 0.079
H 9.11243 -4.71358 5.99533 0.47 0.26 -0.52 0.068
H 7.46838 -4.92332 5.98952 -0.50 0.28 -0.38 0.053
H 8.11866 -3.26382 5.64446 -0.07 -0.19 -0.31 0.074
O 12.77363 2.56132 -3.29607 -4.71 0.90 -1.29 -0.329
S 11.32707 2.85937 -3.64718 2.52 -0.10 1.12 0.715
O 10.56403 2.06676 -4.60782 1.15 0.95 1.16 -0.313
O 10.51786 2.85766 -2.22026 1.76 0.64 -1.18 -0.263
C 9.16502 2.44488 -2.21746 -0.49 -1.39 -1.70 -0.336
C 8.59402 2.58828 -0.87067 -0.44 -1.11 0.49 -0.066
C 11.16691 4.64992 -4.07789 -0.03 -0.74 -0.88 -0.105
H 9.16443 1.39899 -2.52438 0.01 -0.29 0.33 0.117
H 8.56961 2.86580 -3.02766 0.10 0.87 0.10 0.120
H 9.19417 1.95912 -0.21335 0.50 0.85 0.53 0.091
H 7.71321 1.94622 -0.86637 -0.69 0.61 -0.13 0.087
H 8.38863 3.61668 -0.57349 0.15 -0.30 0.30 0.090
H 11.97427 5.26203 -3.67591 -0.36 -0.30 0.59 0.069
H 10.14038 4.96351 -3.88815 0.21 0.01 0.70 0.064
H 11.23169 4.77958 -5.15822 0.29 -0.60 -0.16 0.061
O -4.27974 -5.33688 -2.94887 -1.50 0.76 -0.81 -0.289
S -4.72178 -4.65367 -4.14333 2.06 2.17 -0.66 0.682
O -5.27303 -5.33570 -5.28828 -0.25 0.24 1.02 -0.298
O -5.67623 -3.28346 -3.77759 2.13 -2.70 1.11 -0.293
C -6.47818 -2.75376 -4.83883 -0.23 -1.31 1.12 -0.262
C -7.89714 -3.30538 -4.68775 -1.23 1.24 -2.03 -0.073
C -3.18630 -3.76148 -4.72804 -0.42 -0.11 0.45 -0.107
H -5.93838 -3.08816 -5.72477 -0.82 0.49 -0.62 0.102
H -6.40193 -1.68178 -4.65676 -0.28 0.00 -0.45 0.126
H -8.57853 -2.93721 -3.92077 0.98 -0.26 1.03 0.078
H -8.11587 -4.34249 -4.94199 0.78 -0.17 0.52 0.081
H -8.45599 -2.80798 -5.48046 0.02 0.15 -0.81 0.068
H -2.85887 -3.07984 -3.94301 -0.42 0.09 0.03 0.062
H -3.33514 -3.22704 -5.66629 -0.36 -0.06 0.14 0.059
H -2.33904 -4.43438 -4.86013 -0.47 -0.53 -0.02 0.064
O 6.38428 7.72372 -1.69146 -2.03 -0.59 0.99 -0.299
S 5.03206 7.18709 -1.61191 -1.71 -0.92 -1.48 0.696
O 4.73651 6.00435 -2.46301 0.33 2.18 2.22 -0.336
O 4.60195 6.91750 -0.01886 2.09 1.15 -1.39 -0.287
C 3.35182 6.37985 0.39409 -0.35 -1.07 -0.55 -0.282
C 3.55852 5.38125 1.52416 0.06 -0.40 0.26 -0.063
C 3.78254 8.58058 -2.09093 2.54 -1.62 0.19 -0.071
H 2.94388 5.87007 -0.47872 -0.26 -0.17 0.06 0.110
H 2.64339 7.14984 0.69959 0.25 0.33 -0.08 0.119
H 4.46152 4.77760 1.43313 0.08 0.17 -0.44 0.082
H 2.73671 4.66526 1.51508 -0.17 0.10 0.06 0.078
H 3.61095 5.80876 2.52546 -0.12 0.34 -0.15 0.076
H 2.74204 8.26381 -2.01929 0.31 0.10 0.35 0.062
H 4.09894 8.71151 -3.12576 -0.28 0.21 -0.01 0.054
H 4.18488 9.38423 -1.47419 -0.74 0.16 -0.02 0.058
O -7.42873 1.65632 6.49249 0.18 -0.29 0.56 -0.289
S -6.36685 2.50657 6.05904 -2.09 1.60 -1.11 0.653
O -5.02387 2.02735 5.99619 -0.37 0.37 -0.66 -0.271
O -6.91387 3.05799 4.55174 2.11 -0.37 0.84 -0.255
C -8.27779 3.40565 4.49310 -2.02 -0.81 1.79 -0.354
C -8.77301 3.90906 3.19121 1.56 0.82 -1.34 -0.073
C -6.35992 4.10903 6.99815 -0.05 -2.13 -0.35 -0.084
H -8.57678 4.10029 5.27809 0.53 0.59 0.21 0.113
H -8.88729 2.55144 4.78797 0.19 -0.47 -0.22 0.112
H -8.25434 4.82930 2.92240 -0.10 0.43 0.23 0.077
H -9.84031 4.13036 3.19468 0.10 -0.42 0.01 0.091
H -8.42628 3.27158 2.37789 -0.69 -0.48 -0.03 0.085
H -7.22027 4.15481 7.66585 -0.09 0.00 -0.37 0.066
H -6.33105 4.89613 6.24466 0.47 0.05 0.48 0.071
H -5.48901 3.84534 7.59819 0.28 1.12 -0.04 0.056
O 4.03625 -1.91238 -6.52443 3.64 -0.67 1.22 -0.311
S 5.44527 -2.03996 -6.05060 -1.62 2.12 -0.61 0.659
O 5.77807 -2.19843 -4.64884 -0.61 -0.23 -1.21 -0.293
O 6.16022 -3.15648 -6.92504 -1.56 0.01 -0.52 -0.255
C 7.43447 -3.51344 -6.46883 2.21 -0.30 0.30 -0.311
C 8.34157 -3.95327 -7.60658 -0.53 -0.50 -0.69 -0.059
C 6.40535 -0.58689 -6.68989 -0.95 -0.93 0.89 -0.089
H 7.31001 -4.29646 -5.72084 0.26 0.18 0.12 0.130
H 7.94556 -2.64046 -6.06289 -0.25 -0.09 0.62 0.099
H 8.00342 -4.91351 -7.99604 0.08 -0.02 -0.15 0.078
H 9.39417 -4.05275 -7.34156 -0.18 -0.03 0.52 0.083
H 8.33412 -3.24059 -8.43127 -0.24 0.12 0.02 0.080
H 6.29939 0.18076 -5.92337 -0.36 0.20 -0.37 0.067
H 5.93054 -0.39670 -7.65243 0.33 0.38 0.15 0.068
H 7.47174 -0.80900 -6.72978 -0.22 -0.22 -0.28 0.055
O 2.29666 0.57365 6.66610 1.01 -2.76 4.48 -0.344
S 2.52191 -0.40595 7.83430 -1.59 -0.20 -2.66 0.761
O 3.67316 -1.32591 7.82902 -1.12 2.88 0.80 -0.310
O 2.16360 0.28787 9.35712 1.59 -1.24 -2.02 -0.279
C 0.89707 0.98373 9.48225 1.01 0.14 -0.94 -0.287
C 0.96849 1.87921 10.67129 -0.95 1.35 0.31 -0.074
C 1.18601 -1.60749 7.81036 -0.94 -0.07 0.24 -0.150
H 0.07605 0.26677 9.48248 0.08 0.00 0.26 0.110
H 0.83704 1.62554 8.60328 -0.46 -0.08 -0.13 0.116
H -0.05155 2.24958 10.77354 -0.38 -0.28 0.49 0.082
H 1.43515 2.83718 10.44187 0.77 -0.33 -0.09 0.083
H 1.31966 1.51939 11.63840 -0.02 -0.40 -0.34 0.088
H 1.23160 -2.24203 6.92528 0.23 0.49 -0.19 0.075
H 0.20525 -1.13885 7.89158 0.12 0.22 -0.42 0.054
H 1.21869 -2.29274 8.65740 0.64 0.28 0.19 0.075
O -0.98882 -9.72903 3.11760 -1.48 -0.23 1.23 -0.303
S -2.29518 -10.13515 3.62256 -0.11 -1.53 0.26 0.655
O -2.48913 -11.31371 4.50067 0.70 2.76 -2.03 -0.304
O -3.05659 -8.95519 4.42353 0.74 -0.55 -0.36 -0.269
C -3.13222 -7.60750 3.92930 -0.94 1.62 0.16 -0.266
C -2.81536 -6.63412 5.08379 1.11 -1.33 0.49 -0.062
C -3.31365 -10.31194 2.14677 -0.45 -0.60 0.22 -0.124
H -4.16353 -7.43646 3.62069 -0.09 -0.28 -0.19 0.115
H -2.50650 -7.38430 3.06515 0.34 -0.48 0.13 0.119
H -3.51139 -6.66407 5.92208 -0.39 -0.01 -0.38 0.077
H -2.54225 -5.60215 4.86346 -0.36 -0.16 -0.55 0.078
H -1.91918 -7.09948 5.49416 0.34 0.31 0.28 0.075
H -3.53002 -9.36982 1.64309 0.23 0.08 0.30 0.067
H -4.24024 -10.81218 2.42840 -0.05 0.26 0.21 0.069
H -2.83453 -10.98850 1.43910 0.41 0.16 0.22 0.072
C -10.63688 -4.29677 1.69903 -0.06 0.77 0.37 -0.092
C -9.45628 -4.22305 0.94873 -2.43 -1.84 -1.11 -0.114
C -8.37976 -3.63858 1.43743 2.89 0.28 -0.74 -0.157
C -8.31009 -3.08503 2.66720 -0.42 1.16 1.49 -0.113
C -9.45184 -3.03651 3.43943 -2.40 -1.00 -0.41 -0.056
C -10.69017 -3.66276 2.93496 2.63 0.41 0.03 -0.062
H -11.53702 -4.75843 1.32085 0.06 -0.20 -0.15 0.096
H -9.33169 -4.72330 -0.00028 -0.49 -0.02 -0.22 0.106
H -7.46271 -3.64078 0.86698 0.06 -0.04 -0.30 0.110
H -7.35376 -2.64256 2.90394 -0.14 0.16 0.70 0.105
H -9.49816 -2.56112 4.40807 0.19 0.04 0.07 0.089
H -11.60711 -3.72196 3.50251 0.11 0.29 0.25 0.089
C -1.10182 0.33794 1.24402 0.76 -1.14 1.34 -0.101
C -2.21844 0.74129 0.59324 -0.34 0.66 1.40 -0.122
C -2.01331 1.18705 -0.64713 -0.34 0.23 -4.08 -0.134
C -0.80647 1.10904 -1.33966 1.36 0.29 1.13 -0.072
C 0.35545 0.60912 -0.67352 -2.53 0.56 -1.55 -0.074
C 0.11472 0.14406 0.59172 1.06 0.88 1.31 -0.104
H -1.18271 0.20537 2.31279 0.30 -0.43 0.14 0.103
H -3.15357 0.96613 1.08452 -0.08 -0.39 0.18 0.112
H -2.85932 1.51655 -1.23201 -0.17 0.42 0.00 0.100
H -0.70580 1.63672 -2.27657 -0.09 -0.31 -0.29 0.092
H 1.31379 0.64785 -1.17000 0.11 -0.23 0.21 0.101
H 0.99028 -0.06584 1.18815 -0.03 -0.52 0.23 0.100
C -2.57990 6.76974 2.65644 -0.48 -0.40 -1.20 -0.124
C -2.43596 8.13535 2.66745 0.79 0.71 1.31 -0.088
C -1.81294 8.69192 3.79400 -0.84 0.38 -1.11 -0.095
C -1.35792 7.89017 4.81332 0.69 0.28 1.24 -0.129
C -1.38150 6.51994 4.76812 -1.43 -0.22 -2.01 -0.073
C -2.03936 5.96866 3.62184 1.67 -0.58 2.20 -0.085
H -3.11951 6.32161 1.83522 0.11 -0.22 -0.17 0.102
H -2.73308 8.77319 1.84814 -0.29 -0.09 0.00 0.101
H -1.77487 9.76919 3.86079 0.26 0.09 0.15 0.098
H -0.93271 8.31324 5.71142 0.08 0.45 -0.01 0.099
H -0.98244 5.94656 5.59177 0.01 -0.27 -0.22 0.099
H -1.97083 4.89531 3.52382 -0.57 -0.15 -0.19 0.097
C -5.21570 0.75480 -9.97110 0.09 0.47 0.78 -0.108
C -4.14763 1.66682 -9.24853 0.54 -0.73 -0.75 -0.236
C -2.68812 1.12051 -9.34189 -0.14 -0.82 1.46 -0.207
C -1.62889 1.73768 -8.37659 -0.54 -0.14 0.26 -0.262
C -1.16209 3.08289 -8.79647 -0.49 0.96 0.93 -0.283
C -0.30611 3.81850 -7.69119 0.24 -0.51 -2.46 -0.087
H -6.20777 1.19595 -9.87477 0.05 0.57 -0.52 0.057
H -5.44553 -0.20184 -9.50193 0.85 -0.22 0.43 0.057
H -4.99236 0.50725 -11.00885 0.07 0.41 -0.04 0.065
H -4.10207 2.65883 -9.69793 -0.51 0.08 -0.13 0.090
H -4.43548 1.81421 -8.20760 0.03 -0.12 0.09 0.098
H -2.35612 1.10490 -10.37997 0.13 0.19 -0.03 0.107
H -2.72399 0.08205 -9.01259 -0.15 -0.34 -0.30 0.096
H -2.01011 1.84568 -7.36115 -0.55 -0.30 0.11 0.105
H -0.72135 1.15095 -8.23443 -0.16 -0.69 -0.35 0.111
H -0.70768 2.87818 -9.76585 0.62 0.91 0.00 0.110
H -2.06008 3.68055 -8.95303 0.01 0.29 -0.32 0.095
H -0.14243 4.82521 -8.07570 -0.10 0.25 0.45 0.059
H -0.74424 3.82315 -6.69314 -0.04 -0.12 -0.21 0.069
H 0.68459 3.36533 -7.72658 0.06 -0.13 0.62 0.064
```
Positions in Å, forces in eV/Å.

Calculated values
Energy relative to the best compared isomer or geometry (same formula, charge and spin): 8.436 eV
Structure (SMILES): CCOS(C)(=O)=O.CCOS(C)(=O)=O.CCOS(C)(=O)=O.CCOS(C)(=O)=O.CCOS(C)(=O)=O.CCOS(C)(=O)=O.CCOS(C)(=O)=O.CCOS(C)(=O)=O.c1ccccc1.c1ccccc1.c1ccccc1.CCCCCC
HOMO level: -9.254 eV
E_LUMO: -0.054 eV

---

A structure of composition C29H34F6N5O4OsS5Se2Si, computed with ωB97M-V with the def2-TZVPD basis set.

XYZ file:
```
87
Properties=species:S:1:pos:R:3:forces:R:3:lowdin_charge:R:1
Os 1.57018 1.55462 -1.90023 0.36 0.12 -0.52 0.844
Se 3.26807 2.24446 -3.62908 -0.07 -0.05 0.15 0.821
Se 4.77215 3.06883 -1.99549 -0.06 0.02 -0.03 0.816
C 3.45274 3.70361 -0.77377 -0.04 -0.02 0.01 -0.639
C 3.75195 4.85765 -0.06404 0.00 -0.01 0.00 -0.091
C 2.80788 5.39133 0.79329 0.01 -0.01 0.00 -0.024
C 1.56460 4.78388 0.86621 0.00 -0.01 -0.01 -0.021
C 1.33450 3.64678 0.12461 0.07 0.03 0.08 -0.140
N 2.27160 3.06738 -0.65387 0.02 -0.17 0.00 -0.166
C 3.70830 0.41381 -3.20525 -0.03 0.08 -0.07 -0.625
C 4.52464 -0.45505 -3.88157 0.02 -0.05 0.13 -0.043
C 4.71536 -1.71145 -3.30663 0.02 -0.01 -0.03 -0.018
C 4.09269 -2.00946 -2.10823 -0.02 0.03 0.01 -0.006
C 3.25495 -1.07275 -1.51894 0.00 -0.08 0.01 -0.106
N 3.04374 0.11601 -2.07436 0.03 0.17 -0.03 -0.165
H 4.71020 5.33672 -0.20793 0.00 0.01 -0.01 0.110
H 3.02755 6.28422 1.36227 0.00 0.00 0.00 0.125
H 0.76956 5.18331 1.47922 0.00 0.00 0.01 0.126
H 0.37095 3.16133 0.12997 -0.01 0.01 0.00 0.064
H 4.99871 -0.16611 -4.80832 0.01 0.01 0.01 0.125
H 5.35235 -2.43889 -3.79077 -0.01 0.00 0.00 0.125
H 4.22891 -2.96919 -1.63009 0.00 0.00 0.00 0.124
H 2.71945 -1.26868 -0.60728 -0.06 -0.03 0.03 0.060
F -1.93312 1.70068 -5.70916 0.02 -0.01 -0.01 0.185
C -1.02209 2.43666 -5.11056 0.09 0.03 0.00 -0.678
F -1.40150 3.69127 -5.02126 0.01 0.00 -0.01 0.180
F 0.12347 2.37452 -5.79002 0.02 0.01 0.00 0.146
S -0.66639 1.74095 -3.40774 -0.38 0.05 0.11 0.613
O -0.08951 2.87412 -2.64900 0.03 -0.12 0.03 -0.406
O 0.38764 0.72463 -3.63051 0.07 0.02 0.13 -0.468
N -1.88786 1.05394 -2.79870 -0.06 0.10 -0.03 -0.272
S -3.35099 1.72826 -2.62143 -0.05 0.02 -0.03 0.626
O -3.52656 2.83141 -3.51143 0.00 -0.02 0.01 -0.246
O -4.30176 0.68073 -2.50472 0.01 -0.01 0.00 -0.230
C -3.27234 2.48787 -0.93781 0.05 0.06 0.01 -0.671
F -3.17168 1.55277 0.00144 0.05 -0.10 0.05 0.130
F -4.38140 3.18353 -0.74103 0.00 -0.02 -0.02 0.169
F -2.22097 3.30882 -0.82698 0.00 -0.03 -0.02 0.123
C 2.65388 0.40415 1.92044 0.00 0.00 -0.01 -0.166
Si 0.93005 -0.31829 1.86063 -0.20 -0.01 0.06 0.615
C 0.97860 -2.21672 2.07166 0.06 0.00 0.04 -0.604
C 1.78041 -2.44548 3.37536 -0.03 0.00 -0.03 -0.079
C 1.74806 -2.93777 0.96204 -0.01 0.03 -0.06 -0.097
C -0.38766 -2.89543 2.22270 -0.06 0.02 -0.03 -0.066
C -0.26706 0.61800 3.01277 -0.04 0.01 -0.06 -0.628
C 0.12563 0.41204 4.48425 0.03 -0.03 0.00 -0.080
C -0.17810 2.12427 2.72774 0.04 -0.03 0.02 -0.108
C -1.72685 0.18619 2.81397 -0.01 0.06 0.02 -0.085
H 3.40764 -0.31163 1.58501 -0.02 0.00 0.00 0.038
H 2.90206 0.68987 2.94480 0.02 0.00 0.01 0.048
H 2.73637 1.29183 1.29207 0.00 0.04 0.01 0.011
H 2.75982 -1.96275 3.36242 0.01 0.00 -0.01 0.079
H 1.95000 -3.51981 3.48682 0.00 0.00 0.00 0.098
H 1.24570 -2.11284 4.26143 0.00 0.03 0.02 0.066
H 2.78042 -2.58649 0.88761 0.00 -0.01 -0.01 0.070
H 1.25698 -2.86167 -0.00982 0.03 0.04 -0.04 0.056
H 1.79813 -4.00130 1.21148 0.00 0.00 0.00 0.098
H -0.91718 -2.55299 3.10919 -0.01 0.00 0.03 0.073
H -0.23118 -3.97163 2.33640 0.00 -0.01 0.01 0.097
H -1.03874 -2.74116 1.36055 0.09 -0.03 0.13 0.062
H 1.15297 0.72171 4.69075 0.01 -0.02 0.01 0.084
H 0.00392 -0.61820 4.81347 -0.03 -0.02 -0.01 0.067
H -0.53066 1.02486 5.10806 0.01 0.01 0.01 0.094
H 0.84944 2.49469 2.76771 0.01 0.03 -0.02 0.074
H -0.74887 2.65941 3.49181 0.00 0.00 0.00 0.097
H -0.61795 2.37791 1.76327 -0.02 -0.03 -0.01 0.047
H -1.92771 -0.79360 3.24058 -0.01 -0.03 -0.02 0.071
H -2.00986 0.16249 1.76203 -0.01 0.01 -0.02 0.035
H -2.38442 0.90058 3.31821 0.01 0.01 0.02 0.099
S -1.88331 -4.11700 -3.07345 -0.08 -0.03 0.06 0.670
C -1.61163 -2.87888 -2.03596 -0.07 0.08 -0.04 -1.048
S -0.22616 -1.83561 -2.28486 0.12 -0.10 0.11 1.012
C -0.67652 -0.91683 -0.89580 -0.06 -0.04 0.00 -0.955
N -1.75238 -1.30499 -0.32892 0.06 0.07 0.01 0.015
N -2.29232 -2.39632 -0.94411 -0.01 -0.11 -0.01 -0.099
C -3.50615 -2.89090 -0.33804 -0.01 0.02 -0.06 -0.174
C -4.16047 -2.06360 0.57340 -0.02 0.02 -0.07 -0.021
C -5.31962 -2.50111 1.18699 -0.02 -0.01 0.02 -0.069
C -5.83974 -3.75662 0.90480 0.01 0.02 0.01 -0.078
C -5.18335 -4.56952 -0.00080 0.01 -0.02 -0.02 -0.067
C -4.01773 -4.14857 -0.62831 0.06 0.00 0.06 -0.036
S 0.22804 0.43536 -0.20610 0.00 0.01 -0.02 0.738
H -3.77728 -1.07962 0.78762 0.01 0.03 -0.01 0.087
H -5.82377 -1.84636 1.88531 0.00 0.00 0.00 0.108
H -6.74927 -4.09263 1.38379 0.00 0.00 0.00 0.107
H -5.57358 -5.55097 -0.23462 0.00 0.00 0.00 0.110
H -3.52459 -4.79860 -1.32715 0.04 -0.02 -0.05 0.036
```
Positions in Å, forces in eV/Å.

Calculated values
Total charge: +1
Energy relative to the best compared isomer or geometry (same formula, charge and spin): 0.000 eV
HOMO level: -10.150 eV
E_LUMO: -3.968 eV

---

The molecule C3H5FN2S in a non-equilibrium geometry, computed with ωB97M-V with the def2-TZVPD basis set.

XYZ file:
```
12
Properties=species:S:1:pos:R:3:forces:R:3:lowdin_charge:R:1
C -0.73460 0.04343 1.04728 -0.93 0.82 2.70 -0.253
C -1.17264 0.64972 -0.20489 -2.70 2.57 2.11 -0.161
C 1.64579 -0.29049 -0.50198 -1.73 -2.42 -2.07 -0.780
H -0.46063 -0.98110 0.88858 0.55 -0.48 -0.05 0.117
H -0.01341 0.61553 1.67785 -0.10 -0.51 -1.29 0.068
H -2.08661 1.34178 -0.27441 1.38 -1.11 0.58 0.159
H 0.49768 -0.99368 -1.93796 0.18 -1.46 -1.99 0.103
H 2.22300 -1.15617 -0.75410 0.77 -0.43 -0.31 0.066
N -0.61378 0.45239 -1.27331 1.96 -0.87 -3.02 0.070
N 0.47301 -0.42371 -1.16387 -0.08 1.19 0.55 -0.082
F -1.81901 0.02015 1.91517 -1.18 -0.30 0.33 -0.071
S 2.06119 0.72215 0.58164 1.88 3.02 2.46 0.764
```
Positions in Å, forces in eV/Å.

Calculated values
Energy relative to the best compared isomer or geometry (same formula, charge and spin): 2.196 eV
Structure (SMILES): FC/C=N\NC=S
HOMO level: -8.856 eV
E_LUMO: 0.671 eV

---

no.,DFT total energy (eV)
1,-187142.68804
2,-257778.30505
3,-19722.42929